This record from OMol25 describes one molecule with the formula C3H4N4 at a distorted geometry. The level of theory is ωB97M-V/def2-TZVPD.

Structure (XYZ):
```
11
Properties=species:S:1:pos:R:3:lowdin_charge:R:1
H 2.344 -1.475 -0.177 0.081
H 1.964 1.682 0.472 0.139
C 1.652 0.573 0.211 -0.069
N -0.741 0.922 -0.179 0.010
N -1.662 -0.808 0.043 -0.140
C 0.244 0.134 0.102 -0.384
H 3.558 -0.077 -0.120 0.015
H -0.737 2.023 -0.208 0.196
N -2.059 0.372 -0.022 0.053
N -0.399 -1.060 0.063 0.040
C 2.587 -0.397 -0.197 0.059
```

Results
F_max	0.18518	hartree/bohr
gap between HOMO and LUMO	9.73	eV
energy above the lowest of the compared OMol25 structures with the same formula, charge and spin	101.15	kcal per mole
E_tot	-335.6121	hartree
HOMO	-0.3616	Ha


This record from OMol25 describes one molecule with the formula C3H4N4. The level of theory is ωB97M-V/def2-TZVPD.

Structure (XYZ):
```
11
Properties=species:S:1:pos:R:3:lowdin_charge:R:1
C -1.806 -0.220 0.416 -0.231
H -2.632 -0.665 0.962 0.104
N -0.266 -0.501 -1.219 0.057
H 1.894 -1.003 -1.240 0.094
N 1.906 -0.211 -0.595 0.103
C 0.580 0.156 -0.420 -0.381
H 0.603 1.839 1.049 0.117
C 0.046 1.042 0.546 -0.076
H 2.329 -0.490 0.285 0.097
N -1.200 0.847 0.945 0.081
N -1.453 -0.794 -0.728 0.035
```

Results
F_max	0.01435	hartree/bohr
gap between HOMO and LUMO	9.34	eV
energy above the lowest of the compared OMol25 structures with the same formula, charge and spin	52.85	kcal per mole
E_tot	-335.6891	hartree
HOMO	-0.3402	Ha


This record from OMol25 describes an isolated ion of composition C3H4N4 and charge +2 at a distorted geometry. The level of theory is ωB97M-V/def2-TZVPD.

Structure (XYZ):
```
11
Properties=species:S:1:pos:R:3:lowdin_charge:R:1
H 2.101 -0.620 1.034 0.103
C 1.642 -0.374 0.175 0.083
N -1.871 0.991 -0.423 0.130
H -0.369 1.740 -1.310 0.267
N -0.765 -0.993 0.546 0.318
H 1.985 -1.448 -0.256 0.252
H 2.272 0.407 -0.300 0.162
C 0.256 -0.306 0.134 0.011
C -1.932 -0.673 0.704 0.192
N -0.619 0.996 -0.561 0.251
N -2.700 0.280 0.257 0.230
```

Results
charge	+2
F_max	0.09072	hartree/bohr
gap between HOMO and LUMO (spin up / spin down)	8.91 / 8.91	eV
energy above the lowest of the compared OMol25 structures with the same formula, charge and spin	3.81	kcal per mole
E_tot	-334.7092	hartree
HOMO (spin up / spin down)	-0.8180 / -0.8180	Ha


This record from OMol25 describes one molecule with the formula C3H4N4O at a distorted geometry. The level of theory is ωB97M-V/def2-TZVPD.

Structure (XYZ):
```
12
Properties=species:S:1:pos:R:3:lowdin_charge:R:1
H 0.028 -1.898 0.779 0.120
H 2.694 0.209 0.337 0.057
O -0.404 -1.850 -0.088 0.028
N -0.718 1.586 -0.030 0.150
C 0.591 1.443 -0.122 -0.010
N -0.235 -0.596 -0.554 -0.081
H -2.498 -1.030 0.058 0.072
H 1.322 2.271 -0.009 0.135
N -2.480 0.010 0.079 0.192
C -1.299 0.335 -0.229 -0.434
N 2.051 -0.519 0.032 0.182
C 0.950 0.038 -0.253 -0.410
```

Results
F_max	0.05916	hartree/bohr
gap between HOMO and LUMO	8.93	eV
energy above the lowest of the compared OMol25 structures with the same formula, charge and spin	70.07	kcal per mole
E_tot	-410.8916	hartree
HOMO	-0.3660	Ha


This record from OMol25 describes one molecule with the formula C3H4N4O at a distorted geometry. The level of theory is ωB97M-V/def2-TZVPD.

Structure (XYZ):
```
12
Properties=species:S:1:pos:R:3:lowdin_charge:R:1
H 0.856 -0.178 -2.743 0.134
H -3.224 -0.067 -0.557 0.061
O 0.931 0.013 -0.594 0.022
H 1.876 -0.048 2.747 0.088
N -0.943 -0.067 -1.732 0.124
C -0.042 0.124 0.346 -0.299
H 2.221 -0.068 1.079 0.086
N 0.261 0.132 1.618 0.072
C -1.364 0.027 -0.328 -0.349
N 1.607 0.248 1.823 0.017
C 0.330 -0.140 -1.812 -0.134
N -2.510 0.022 0.152 0.178
```

Results
F_max	0.07143	hartree/bohr
gap between HOMO and LUMO	8.57	eV
energy above the lowest of the compared OMol25 structures with the same formula, charge and spin	52.23	kcal per mole
E_tot	-410.9200	hartree
HOMO	-0.3228	Ha


This record from OMol25 describes C3H4N4O as an isolated structure at a distorted geometry. The level of theory is ωB97M-V/def2-TZVPD.

Structure (XYZ):
```
12
Properties=species:S:1:pos:R:3:lowdin_charge:R:1
H 2.799 1.213 0.968 0.245
H -2.353 -1.796 0.423 0.013
N -2.657 -0.824 0.386 0.127
O 2.660 -0.835 -0.046 -0.120
H 1.970 -1.543 -0.496 0.158
C 1.927 0.421 0.223 -0.070
C -1.487 -0.392 -0.262 -0.314
N -0.117 -0.792 -0.323 0.072
H 0.091 -1.361 0.521 0.144
N -1.349 1.118 -0.217 0.047
C 0.636 0.437 0.036 -0.381
N -0.198 1.551 0.007 0.080
```

Results
F_max	0.14439	hartree/bohr
gap between HOMO and LUMO	8.50	eV
energy above the lowest of the compared OMol25 structures with the same formula, charge and spin	135.48	kcal per mole
E_tot	-410.7874	hartree
HOMO	-0.3448	Ha


This record from OMol25 describes C3H4N4O as an isolated structure at a distorted geometry. The level of theory is ωB97M-V/def2-TZVPD.

Structure (XYZ):
```
12
Properties=species:S:1:pos:R:3:lowdin_charge:R:1
H -1.471 0.796 -0.054 0.297
O -0.756 0.555 2.834 0.083
H -0.870 -1.477 -3.069 0.144
N 0.359 -0.268 -1.633 -0.038
H 2.154 -0.159 2.609 0.160
C -0.047 0.362 1.858 -0.475
N 1.627 -0.031 0.441 0.125
C 1.370 -0.037 1.752 0.005
C 0.412 0.144 -0.358 -0.459
N -0.966 -0.668 -2.167 -0.134
H -1.336 0.467 -2.783 0.186
N -0.477 0.315 0.569 0.105
```

Results
F_max	0.19737	hartree/bohr
gap between HOMO and LUMO	8.12	eV
energy above the lowest of the compared OMol25 structures with the same formula, charge and spin	137.24	kcal per mole
E_tot	-410.7846	hartree
HOMO	-0.3422	Ha


This record from OMol25 describes one molecule with the formula C3H4N4O at a distorted geometry. The level of theory is ωB97M-V/def2-TZVPD.

Structure (XYZ):
```
12
Properties=species:S:1:pos:R:3:lowdin_charge:R:1
C 1.129 -0.404 -0.143 -0.160
N -2.439 -1.011 0.097 0.055
O 0.818 1.104 -0.217 -0.039
H 0.224 -2.094 -0.335 0.049
N -1.331 1.070 0.282 0.085
C -1.259 -0.333 0.154 -0.356
H -2.291 -1.978 -0.503 0.099
N -0.252 1.676 -0.120 -0.039
N 2.605 -0.618 0.170 0.101
H 3.077 0.178 0.471 0.040
C 0.048 -1.137 -0.283 0.024
H 2.852 -1.523 0.727 0.141
```

Results
F_max	0.16139	hartree/bohr
gap between HOMO and LUMO	9.11	eV
energy above the lowest of the compared OMol25 structures with the same formula, charge and spin	153.54	kcal per mole
E_tot	-410.7586	hartree
HOMO	-0.3351	Ha


This record from OMol25 describes a 2-piece molecular cluster, C3H4N4O2 overall at a distorted geometry. The level of theory is ωB97M-V/def2-TZVPD.

Structure (XYZ):
```
13
Properties=species:S:1:pos:R:3:lowdin_charge:R:1
H -2.343 0.567 -1.000 0.216
H -1.190 0.231 2.576 0.122
N -1.377 -0.554 2.047 0.245
O 0.807 0.003 -0.551 0.030
O -0.646 1.445 -3.344 0.413
N -1.374 0.425 -1.325 0.231
N 3.372 -0.316 0.374 0.333
H -1.504 -1.530 2.376 0.180
N 2.416 -0.146 0.862 0.326
C -0.998 -0.571 0.806 0.096
H 4.321 -0.519 -0.121 0.285
C -0.371 0.009 -0.269 -0.408
C -1.114 0.956 -2.430 -0.070
```

Results
charge	+2
F_max	0.10617	hartree/bohr
gap between HOMO and LUMO	8.54	eV
energy above the lowest of the compared OMol25 structures with the same formula, charge and spin	0.00	kcal per mole
E_tot	-485.3849	hartree
HOMO	-0.6390	Ha


This record from OMol25 describes an isolated ion of composition C3H4N5 and charge +1 at a distorted geometry. The level of theory is ωB97M-V/def2-TZVPD.

Structure (XYZ):
```
12
Properties=species:S:1:pos:R:3:lowdin_charge:R:1
N -1.348 -0.320 -1.553 -0.153
N -1.338 -1.428 -1.809 0.299
N 0.766 -0.626 0.590 0.085
H -0.386 -0.278 2.173 0.192
C -0.931 1.769 -0.482 -0.059
H 2.610 -0.788 0.942 0.126
C 1.790 -1.291 0.435 0.139
C -0.121 0.135 1.132 -0.114
H -1.192 2.815 -0.710 0.149
N -1.334 0.867 -1.426 0.099
N -0.526 1.388 0.740 0.114
H 2.011 -2.243 -0.032 0.124
```

Results
charge	+1
F_max	0.09242	hartree/bohr
gap between HOMO and LUMO	9.29	eV
energy above the lowest of the compared OMol25 structures with the same formula, charge and spin	50.38	kcal per mole
E_tot	-390.0821	hartree
HOMO	-0.5404	Ha


This record from OMol25 describes an isolated ion of composition C3H4NO and charge +1 at a distorted geometry. The level of theory is ωB97M-V/def2-TZVPD.

Structure (XYZ):
```
9
Properties=species:S:1:pos:R:3:lowdin_charge:R:1
C -0.656 0.815 -0.158 -0.094
H 0.714 -1.275 0.108 0.122
H 2.549 -1.412 -0.064 0.130
C 0.552 0.946 -0.331 -0.005
C 1.675 -0.845 0.058 0.241
H -2.023 -0.441 0.108 0.094
N -1.904 0.511 -0.005 0.152
H -2.666 1.273 0.314 0.226
O 1.759 0.427 -0.031 0.133
```

Results
charge	+1
F_max	0.09928	hartree/bohr
gap between HOMO and LUMO (spin up / spin down)	7.35 / 7.35	eV
energy above the lowest of the compared OMol25 structures with the same formula, charge and spin	100.35	kcal per mole
E_tot	-246.2322	hartree
HOMO (spin up / spin down)	-0.5209 / -0.5209	Ha


This record from OMol25 describes an isolated ion of composition C3H4NO and charge +1 at a distorted geometry. The level of theory is ωB97M-V/def2-TZVPD.

Structure (XYZ):
```
9
Properties=species:S:1:pos:R:3:lowdin_charge:R:1
H -2.596 -1.323 0.892 0.145
O 1.575 -0.815 0.293 0.080
C -1.906 -0.671 0.242 0.133
C 2.268 0.138 0.008 0.189
C -0.753 -1.066 -0.200 -0.051
H 1.955 0.848 -0.734 0.137
H -2.231 0.153 -0.300 0.071
H 3.335 0.102 0.448 0.185
N 0.462 -1.185 -0.410 0.111
```

Results
charge	+1
F_max	0.08392	hartree/bohr
gap between HOMO and LUMO (spin up / spin down)	8.72 / 8.72	eV
energy above the lowest of the compared OMol25 structures with the same formula, charge and spin	107.33	kcal per mole
E_tot	-246.2211	hartree
HOMO (spin up / spin down)	-0.5529 / -0.5529	Ha